# 1
Formula: C62H52N6O2P2PdS
Source: OMol25
Level of theory: ωB97M-V with the def2-TZVPD basis set

For the gap between HOMO and LUMO, the calculation gives 7.09 eV. The value obtained for the highest occupied orbital energy is -12.07 eV.

ORCA input file:
```
! RIJCOSX wB97M-V def2-TZVPD def2/J DEFGRID3
* xyz 2 1
Pd -0.387 0.344 -0.666
N -3.610 -2.695 0.027
C -2.734 -3.767 -0.042
C -2.920 -5.138 0.095
C -1.799 -5.927 -0.057
C -0.537 -5.380 -0.343
C -0.359 -4.019 -0.476
C -1.480 -3.205 -0.314
N -1.603 -1.826 -0.396
C -2.868 -1.581 -0.197
C -3.377 -0.218 -0.260
C -4.672 0.190 -0.171
S -4.772 1.882 -0.335
C -3.095 1.956 -0.519
N -2.471 0.809 -0.455
H -4.599 -2.739 0.205
H -3.885 -5.573 0.305
H -1.894 -6.999 0.037
H 0.305 -6.045 -0.468
H 0.606 -3.596 -0.723
H -5.552 -0.410 -0.031
H -2.593 2.894 -0.666
C 1.102 6.241 -1.580
C -0.333 5.693 -1.510
C -1.333 6.840 -1.691
C -0.523 5.041 -0.141
C -0.687 5.790 1.023
C -0.728 5.196 2.275
C -0.611 3.822 2.392
C -0.488 3.018 1.259
P -0.239 1.219 1.462
C -1.575 0.538 2.475
C -1.559 -0.840 2.696
C -2.596 -1.451 3.378
C -3.672 -0.696 3.826
C -3.704 0.670 3.593
C -2.659 1.288 2.921
C 1.287 1.138 2.432
C 1.362 0.466 3.651
C 2.557 0.446 4.359
C 3.675 1.092 3.856
C 3.600 1.773 2.649
C 2.411 1.801 1.942
C -0.430 3.666 0.013
O -0.268 2.859 -1.079
C -0.469 3.302 -2.360
C -0.595 2.311 -3.350
C -0.701 2.748 -4.669
C -0.719 4.099 -4.975
C -0.638 5.038 -3.962
C -0.509 4.663 -2.625
P -0.707 0.513 -2.996
C -2.423 0.068 -3.393
C -2.750 -1.288 -3.405
C -4.054 -1.688 -3.642
C -5.045 -0.739 -3.860
C -4.726 0.610 -3.848
C -3.418 1.015 -3.617
C 0.235 -0.370 -4.266
C 1.486 -0.923 -4.005
C 2.188 -1.574 -5.007
C 1.646 -1.688 -6.276
C 0.389 -1.165 -6.541
C -0.316 -0.516 -5.543
H 1.263 6.985 -0.801
H 1.281 6.711 -2.546
H 1.834 5.444 -1.447
H -1.187 7.608 -0.935
H -2.362 6.488 -1.630
H -1.195 7.330 -2.652
H -0.756 6.866 0.957
H -0.834 5.808 3.158
H -0.602 3.368 3.376
H -0.739 -1.446 2.325
H -2.566 -2.517 3.556
H -4.482 -1.172 4.360
H -4.538 1.261 3.943
H -2.701 2.354 2.745
H 0.494 -0.032 4.059
H 2.609 -0.069 5.308
H 4.602 1.076 4.412
H 4.468 2.291 2.264
H 2.355 2.354 1.013
H -0.776 2.023 -5.468
H -0.797 4.418 -6.004
H -0.650 6.088 -4.220
H -1.984 -2.037 -3.242
H -4.293 -2.741 -3.669
H -6.060 -1.053 -4.057
H -5.491 1.351 -4.034
H -3.179 2.071 -3.625
H 1.909 -0.873 -3.016
H 3.158 -2.001 -4.789
H 2.194 -2.197 -7.055
H -0.047 -1.269 -7.525
H -1.307 -0.137 -5.756
C 1.737 -5.461 6.523
C 2.615 -4.951 5.420
C 3.631 -5.738 4.883
C 4.456 -5.267 3.880
C 4.293 -3.978 3.378
N 5.186 -3.566 2.366
C 5.089 -2.588 1.417
O 6.045 -2.196 0.785
N 3.795 -2.119 1.190
C 3.447 -1.111 0.314
C 4.340 -0.229 -0.296
C 3.821 0.776 -1.094
C 2.460 0.899 -1.278
N 1.607 0.034 -0.714
C 2.084 -0.934 0.065
C 3.300 -3.165 3.922
C 2.473 -3.663 4.921
H 1.742 -6.549 6.558
H 0.706 -5.133 6.391
H 2.078 -5.098 7.494
H 3.779 -6.743 5.252
H 5.228 -5.908 3.476
H 6.082 -4.030 2.341
H 3.040 -2.684 1.549
H 5.400 -0.341 -0.139
H 4.483 1.477 -1.582
H 2.033 1.673 -1.906
H 1.350 -1.602 0.501
H 3.200 -2.128 3.637
H 1.712 -3.011 5.332
*
```

***

# 2
Formula: C62H53BrN5OP2SScSe
Source: OMol25
Level of theory: ωB97M-V with the def2-TZVPD basis set

For the gap between HOMO and LUMO (alpha / beta), the calculation gives 4.44 / 5.00 eV. The value obtained for the highest occupied orbital energy (alpha / beta) is -4.45 / -5.00 eV.

ORCA input file:
```
! RIJCOSX wB97M-V def2-TZVPD def2/J DEFGRID3
* xyz 0 1
Sc -0.237 -0.335 -0.930
C -1.694 -3.686 2.824
C -1.660 -3.593 1.322
C -1.836 -4.741 0.516
C -1.809 -4.557 -0.895
C -1.584 -3.321 -1.403
Br -1.502 -3.146 -3.308
N -1.397 -2.174 -0.670
C -1.468 -2.388 0.717
H -2.684 -3.994 3.175
H -1.447 -2.725 3.288
H -0.976 -4.432 3.177
H -1.982 -5.721 0.950
H -1.941 -5.391 -1.570
H -1.368 -1.499 1.335
N -0.944 0.170 -3.193
N -1.466 1.457 -3.417
C -0.969 2.470 -2.667
N -1.456 3.681 -3.010
S 0.165 2.273 -1.456
H -0.084 0.018 -3.711
H -1.627 -0.521 -3.484
H -1.681 1.700 -4.374
H -2.401 3.705 -3.371
H -1.256 4.407 -2.341
C -2.808 -0.394 6.371
C -2.332 0.662 5.359
C -2.395 2.062 6.004
C -0.891 0.373 4.952
C 0.102 0.258 5.916
C 1.427 0.050 5.572
C 1.777 -0.087 4.239
C 0.815 -0.013 3.236
P 1.278 -0.235 1.454
C 2.522 -1.590 1.625
C 3.608 -1.729 0.597
C 4.753 -2.764 0.884
C 4.572 -3.588 2.117
C 3.439 -3.542 2.813
C 2.398 -2.539 2.559
C 2.353 1.252 1.191
C 2.463 2.292 2.116
C 3.239 3.411 1.836
C 3.927 3.509 0.634
C 3.817 2.490 -0.301
C 3.023 1.383 -0.032
C -0.503 0.259 3.619
O -1.394 0.412 2.595
C -2.733 0.544 2.847
C -3.548 0.585 1.718
C -4.914 0.749 1.900
C -5.451 0.844 3.172
C -4.613 0.793 4.274
C -3.238 0.648 4.138
P -2.809 0.529 0.023
C -3.376 2.230 -0.443
C -4.515 2.543 -1.181
C -4.863 3.872 -1.418
C -4.082 4.902 -0.915
C -2.950 4.600 -0.167
C -2.600 3.277 0.061
C -3.975 -0.587 -0.846
C -4.584 -1.660 -0.203
C -5.348 -2.570 -0.923
C -5.526 -2.413 -2.290
C -4.920 -1.347 -2.941
C -4.141 -0.450 -2.226
H -2.164 -0.409 7.251
H -2.799 -1.387 5.918
H -3.822 -0.179 6.711
H -1.770 2.101 6.899
H -3.421 2.308 6.289
H -2.041 2.820 5.303
H -0.162 0.347 6.964
H 2.186 -0.013 6.343
H 2.811 -0.256 3.970
H 3.964 -0.777 0.215
H 5.772 -2.394 0.761
H 5.365 -4.279 2.379
H 3.299 -4.202 3.664
H 1.552 -2.532 3.235
H 1.946 2.241 3.063
H 3.311 4.209 2.568
H 4.540 4.378 0.422
H 4.337 2.553 -1.252
H 2.922 0.616 -0.791
H -5.562 0.801 1.032
H -6.519 0.965 3.308
H -5.043 0.881 5.266
H -5.140 1.753 -1.578
H -5.759 4.098 -1.985
H -4.357 5.936 -1.094
H -2.337 5.397 0.237
H -1.714 3.048 0.643
H -4.438 -1.810 0.859
H -5.799 -3.411 -0.412
H -6.127 -3.121 -2.847
H -5.041 -1.226 -4.012
H -3.661 0.377 -2.741
Se 1.816 -3.078 -1.578
C 3.305 -2.769 -0.478
N 4.296 -3.566 -0.296
C 1.526 -1.176 -2.115
C 2.472 -0.790 -2.906
C 3.372 -0.297 -3.741
C 3.186 -0.416 -5.216
C 4.216 -0.115 -6.109
C 4.044 -0.268 -7.480
C 2.843 -0.729 -7.995
C 1.810 -1.042 -7.119
C 1.980 -0.887 -5.753
C 4.573 0.392 -3.177
C 4.871 1.710 -3.538
C 5.957 2.371 -2.980
C 6.758 1.730 -2.040
C 6.470 0.422 -1.674
C 5.390 -0.244 -2.245
H 5.167 0.236 -5.731
H 4.862 -0.031 -8.149
H 2.715 -0.859 -9.063
H 0.869 -1.420 -7.504
H 1.185 -1.174 -5.074
H 4.241 2.211 -4.264
H 6.173 3.394 -3.268
H 7.603 2.246 -1.600
H 7.096 -0.086 -0.950
H 5.174 -1.275 -1.978
*
```

***

# 3
Formula: C62H53GeN5O4PSSc
Source: OMol25
Level of theory: ωB97M-V with the def2-TZVPD basis set

For the gap between HOMO and LUMO, the calculation gives 6.68 eV. The value obtained for the highest occupied orbital energy is -7.04 eV.

ORCA input file:
```
! RIJCOSX wB97M-V def2-TZVPD def2/J DEFGRID3
* xyz 0 1
Sc 0.061 -2.433 0.545
C 3.600 -3.902 -0.694
C 2.511 -3.868 -1.709
C 2.815 -3.674 -3.057
C 1.796 -3.683 -3.987
C 0.507 -3.964 -3.559
C 0.286 -4.170 -2.199
N 1.264 -4.062 -1.290
C -1.045 -4.516 -1.661
C -2.047 -5.070 -2.456
C -3.288 -5.305 -1.889
C -3.496 -4.981 -0.563
C -2.433 -4.466 0.185
N -1.231 -4.266 -0.362
C -2.554 -4.144 1.621
C -3.754 -4.256 2.318
C -3.746 -4.096 3.698
C -2.546 -3.844 4.326
C -1.399 -3.631 3.552
C -0.116 -3.267 4.214
N -1.413 -3.759 2.226
H 4.506 -4.336 -1.115
H 3.286 -4.470 0.178
H 3.826 -2.886 -0.369
H 3.842 -3.504 -3.344
H 1.996 -3.494 -5.031
H -0.311 -3.984 -4.263
H -1.872 -5.299 -3.496
H -4.086 -5.726 -2.480
H -4.466 -5.129 -0.121
H -4.685 -4.450 1.810
H -4.671 -4.165 4.256
H -2.490 -3.764 5.401
H 0.400 -4.154 4.582
H -0.305 -2.588 5.040
H 0.526 -2.778 3.487
O 3.006 -4.288 2.424
C 2.706 -3.134 2.165
O 1.601 -2.784 1.598
C 3.643 -2.003 2.512
C 4.850 -2.325 3.125
C 5.726 -1.340 3.527
C 5.409 -0.010 3.300
C 4.229 0.319 2.664
C 3.329 -0.667 2.268
P 1.730 -0.112 1.519
C 1.194 0.772 3.035
C 0.545 1.998 3.035
C 0.059 2.535 4.214
C 0.157 1.829 5.400
C 0.776 0.589 5.407
C 1.295 0.070 4.237
C 2.544 1.085 0.376
C 2.398 2.457 0.226
C 3.139 3.138 -0.729
C 4.017 2.464 -1.559
C 4.149 1.088 -1.442
C 3.409 0.414 -0.495
H 5.075 -3.369 3.281
H 6.649 -1.599 4.023
H 6.080 0.769 3.625
H 3.990 1.358 2.481
H 0.390 2.533 2.114
H -0.412 3.507 4.190
H -0.251 2.240 6.313
H 0.852 0.025 6.328
H 1.785 -0.895 4.261
H 1.739 3.032 0.852
H 3.026 4.210 -0.808
H 4.608 3.007 -2.282
H 4.841 0.550 -2.078
H 3.491 -0.661 -0.409
C -3.771 2.812 4.358
C -3.207 1.429 4.292
C -3.285 0.546 5.373
C -2.634 -0.662 5.211
N -2.033 -1.017 4.088
C -2.086 -0.144 3.078
S -1.502 -0.567 1.521
N -2.617 1.080 3.169
H -4.806 2.789 4.693
H -3.712 3.268 3.374
H -3.195 3.405 5.068
H -3.807 0.805 6.279
H -2.593 -1.388 6.018
O -1.227 -1.813 -1.043
C -0.287 -1.166 -1.570
O 0.879 -1.283 -1.112
C -0.604 -0.292 -2.760
C 0.429 0.801 -3.013
Ge -0.503 2.552 -3.285
C -0.928 3.376 -1.546
C -1.022 4.756 -1.418
C -1.390 5.326 -0.212
C -1.689 4.520 0.874
C -1.621 3.142 0.752
C -1.228 2.579 -0.449
C 0.523 3.792 -4.446
C -0.042 4.366 -5.577
C 0.680 5.255 -6.355
C 1.978 5.585 -6.009
C 2.551 5.020 -4.883
C 1.829 4.126 -4.113
C -2.238 2.142 -4.160
C -3.434 2.394 -3.503
C -4.647 2.125 -4.112
C -4.678 1.597 -5.390
C -3.492 1.307 -6.042
C -2.282 1.574 -5.428
H -1.598 0.125 -2.571
H -0.713 -0.952 -3.626
H 1.053 0.556 -3.871
H 1.097 0.861 -2.155
H -0.806 5.382 -2.276
H -1.452 6.400 -0.116
H -1.976 4.965 1.816
H -1.875 2.494 1.579
H -1.162 1.502 -0.524
H -1.058 4.116 -5.851
H 0.231 5.697 -7.234
H 2.541 6.283 -6.612
H 3.563 5.280 -4.607
H 2.278 3.678 -3.238
H -3.410 2.809 -2.503
H -5.570 2.326 -3.589
H -5.623 1.410 -5.877
H -3.513 0.870 -7.029
H -1.353 1.347 -5.936
*
```